# C3H4N2O

One molecule with the formula C3H4N2O (wB97M-V/def2-TZVPD, OMol25).

Structure (SMILES)   Oc1ccn[nH]1
E_HOMO   -9.1 eV
Energy   -8202.3240 eV
M   84.1 g mol⁻¹
ΔE to the lowest compared entry with this formula, charge and spin   36.0 kcal per mole

Element x y z (Å)
O 1.66621 -1.20493 0.00741
N -0.76799 1.23767 -0.71144
N 0.39946 0.52801 -0.94142
C -1.26255 0.71653 0.38056
C -0.49232 -0.37795 0.88942
C 0.56354 -0.42930 0.03931
H -2.16356 1.13776 0.81028
H -0.70862 -1.03502 1.71511
H 0.37854 0.08409 -1.85054
H 2.38729 -0.65685 -0.33868